Entry 1:
{
  "formula": "C3H6N6",
  "method": "wB97M-V/def2-TZVPD",
  "smiles": "[H]/N=C1N=N/C(=C\\NN)N/1",
  "orbital_gap_ha": 0.2459,
  "homo_ev": -7.4,
  "relative_energy_kcal_mol": 163.21,
  "e_lumo_ev": -0.67,
  "elements": ["H", "N", "C", "N", "C", "H", "N", "H", "N", "H", "N", "H", "C", "H", "N"],
  "positions_angstrom": [[3.99, -0.04, 0.95], [-1.53, -0.79, -0.16], [1.00, -0.53, -0.02], [3.36, 0.35, 0.09], [-2.54, 0.31, 0.05], [1.38, 1.42, 0.49], [1.87, 0.47, 0.14], [3.70, 0.14, -0.95], [-0.59, 1.32, -0.15], [1.22, -1.54, -0.45], [-3.87, 0.10, 0.29], [-1.77, -1.75, -0.23], [-0.32, -0.11, -0.09], [-4.04, -0.95, 0.22], [-1.86, 1.59, -0.18]]
}

***

Entry 2:
{
  "formula": "C24H55AlO8P",
  "method": "wB97M-V/def2-TZVPD",
  "charge": -1,
  "orbital_gap_ha": 0.2076,
  "homo_ev": -3.6,
  "e_lumo_ev": 2.07,
  "elements": ["H", "C", "O", "H", "C", "O", "C", "H", "H", "H", "O", "C", "O", "H", "H", "H", "H", "H", "C", "H", "C", "H", "H", "O", "H", "H", "O", "H", "C", "H", "O", "H", "H", "H", "O", "H", "H", "H", "H", "H", "H", "C", "C", "P", "H", "H", "H", "H", "C", "H", "H", "H", "H", "C", "H", "H", "H", "H", "H", "C", "H", "H", "C", "C", "C", "H", "H", "C", "C", "H", "H", "C", "H", "H", "C", "H", "H", "H", "C", "C", "H", "H", "H", "C", "H", "C", "H", "Al", "C"],
  "positions_angstrom": [[2.03, -3.55, -4.11], [1.98, -2.79, -2.06], [0.66, 2.00, 3.67], [-0.29, -9.16, -6.15], [-0.11, 9.00, 1.86], [-2.09, -8.51, -6.94], [2.86, -0.31, 3.95], [-2.04, -3.99, -5.05], [3.75, -0.83, 4.34], [0.48, -3.81, -3.30], [1.94, 2.22, 1.84], [0.60, -3.27, 2.66], [1.20, 10.70, 2.95], [0.63, 8.77, 4.33], [-0.21, -5.26, -5.75], [-4.95, -5.40, -3.36], [-1.58, 6.71, 3.93], [-2.29, -0.72, -1.65], [1.57, -3.79, -3.14], [-2.12, -10.27, -8.03], [0.99, 10.02, 1.73], [1.14, 0.31, 1.92], [2.34, 12.24, 2.16], [-3.25, -5.55, -4.45], [-1.49, -4.86, -3.61], [-0.80, -9.16, -8.43], [0.30, 7.81, 2.52], [3.75, -0.51, 1.98], [0.24, 7.83, 3.93], [-2.76, -1.92, -0.45], [-0.55, -6.98, -4.78], [2.66, 0.52, 4.63], [1.86, -4.81, -2.87], [2.52, -3.24, 3.64], [-1.96, 8.68, 4.41], [-1.04, -8.66, -3.80], [2.25, -4.84, 0.73], [-0.98, 9.44, 2.35], [-3.71, 7.66, 3.99], [-1.74, -10.01, -5.56], [0.72, 4.55, 3.75], [1.68, -1.29, 3.96], [-1.40, -8.10, -4.66], [0.77, -2.31, -0.71], [-3.46, -5.06, -2.44], [-0.46, -5.15, 0.51], [3.94, 1.07, 2.68], [-2.43, -7.79, -4.48], [-3.97, -4.93, -3.40], [-0.40, 8.69, 0.85], [2.10, 4.63, 2.60], [-1.33, -3.42, -1.44], [0.30, -4.01, 3.41], [-1.08, -5.85, -5.46], [-3.86, 9.31, 4.64], [0.45, 4.50, 2.00], [2.48, -2.26, 2.21], [1.92, 9.51, 1.42], [-1.62, -6.15, -6.36], [1.88, -2.54, 3.09], [-0.23, -2.54, 2.61], [-2.46, -8.76, -8.91], [-1.90, -1.42, -0.90], [3.23, 0.25, 2.56], [1.20, 2.69, 2.85], [-3.41, 7.97, 5.71], [0.72, 10.74, 0.94], [-3.30, 8.38, 4.70], [2.09, 0.78, 1.70], [1.51, -1.60, 5.00], [3.26, 10.85, 2.79], [1.12, 4.19, 2.81], [-0.80, -2.21, -2.59], [2.28, 0.65, 0.64], [-1.96, -4.98, -4.59], [0.76, -0.77, 3.67], [-1.44, -0.82, -0.11], [2.34, -1.87, -2.53], [2.37, 11.47, 2.94], [-1.85, -9.21, -8.13], [-1.03, 7.22, 5.54], [2.83, -3.19, -1.50], [-4.09, -3.86, -3.58], [-1.13, 7.53, 4.49], [2.44, 11.97, 3.91], [-0.91, -2.41, -1.52], [0.91, 7.02, 4.25], [0.78, -4.13, 0.85], [-1.34, -9.03, -5.85]]
}

***

Entry 3:
{
  "formula": "C21H36ClF3N5O2S2",
  "method": "wB97M-V/def2-TZVPD",
  "charge": 1,
  "orbital_gap_ha": 0.3002,
  "homo_ev": -13.4,
  "e_lumo_ev": -5.26,
  "elements": ["H", "Cl", "H", "H", "N", "C", "H", "H", "F", "H", "H", "H", "H", "C", "O", "C", "H", "H", "C", "C", "H", "H", "H", "H", "H", "S", "H", "N", "H", "H", "C", "C", "C", "F", "C", "H", "C", "S", "H", "H", "C", "H", "C", "C", "H", "H", "C", "H", "H", "C", "H", "H", "N", "C", "H", "C", "H", "C", "H", "N", "C", "C", "H", "O", "H", "C", "F", "H", "H", "N"],
  "positions_angstrom": [[1.56, -3.53, -1.21], [3.24, 1.62, -1.60], [-5.01, 2.24, -1.09], [4.24, 5.26, -1.50], [-0.49, 1.50, 0.35], [4.59, 6.02, -3.51], [0.18, -5.75, -2.81], [1.48, -4.75, -3.42], [4.93, -1.11, 0.10], [3.05, 6.15, -5.03], [0.28, -4.59, -0.60], [2.49, -2.77, 4.76], [1.73, -7.01, 5.04], [1.44, -6.25, 3.12], [2.34, 0.12, 2.50], [0.63, -4.75, -2.74], [-2.15, -1.26, 1.83], [2.07, -3.63, 3.28], [-5.98, 4.15, -0.78], [-5.35, 2.50, 0.95], [-3.74, -1.82, 0.00], [1.84, -5.27, -1.02], [-2.22, 0.99, 2.91], [5.83, 5.98, -1.74], [-5.93, 4.97, -0.05], [3.15, 0.39, 1.37], [-3.33, 1.56, 1.66], [0.88, -6.24, 2.11], [-2.58, -0.63, -0.56], [4.41, 7.02, -1.59], [-2.51, 0.87, 1.86], [3.81, -1.25, 0.74], [-3.40, -0.80, 0.15], [2.86, -1.76, -0.03], [-7.42, 3.66, -0.89], [3.19, -6.46, 4.23], [1.10, -4.52, -1.31], [1.87, 1.25, -0.19], [5.19, 6.80, -3.98], [3.65, -3.89, 4.04], [-0.37, -3.70, -3.22], [-4.22, -0.13, -0.11], [-1.57, -3.66, -2.37], [2.59, -3.72, 4.24], [-7.49, 2.84, -1.61], [-3.98, 3.44, -0.31], [2.29, 5.13, -3.39], [-5.66, 4.56, -1.74], [-3.78, -0.81, 2.26], [4.78, 6.07, -2.00], [-7.79, 3.30, 0.07], [0.08, -2.71, -3.19], [1.62, 4.29, -2.96], [-2.96, -0.58, 1.59], [4.98, 5.06, -3.89], [2.00, -4.85, 5.08], [-8.07, 4.46, -1.22], [-1.38, 1.23, 1.03], [2.74, 7.15, -3.61], [-2.49, -3.61, -1.69], [2.14, -6.23, 4.40], [-5.00, 3.05, -0.36], [2.51, -4.88, 6.04], [4.18, 1.37, 1.52], [0.95, -4.65, 5.27], [3.13, 6.18, -3.95], [3.99, -2.02, 1.78], [-0.68, -3.89, -4.24], [1.18, 0.23, -0.72], [-5.64, 2.07, 1.98]]
}

***

Entry 4:
{
  "formula": "C5H7NO",
  "method": "wB97M-V/def2-TZVPD",
  "smiles": "N#CO[C@@H]1C=CC1.[H][H]",
  "orbital_gap_ha": 0.4151,
  "homo_ev": -10.5,
  "relative_energy_kcal_mol": 85.89,
  "e_lumo_ev": 0.78,
  "elements": ["H", "H", "C", "C", "C", "H", "H", "H", "C", "O", "H", "H", "C", "N"],
  "positions_angstrom": [[1.42, 0.53, 2.26], [-0.87, -1.03, -1.97], [1.81, -0.88, -0.31], [-0.35, -0.59, -1.13], [-1.00, 0.99, 0.03], [-2.17, -0.91, 0.16], [0.83, 0.82, 2.62], [0.21, 1.63, -1.74], [-0.25, 0.91, -1.07], [0.90, -1.35, -1.09], [-1.40, 1.82, 0.60], [-0.62, -0.95, 1.06], [-1.15, -0.51, 0.20], [2.65, -0.47, 0.38]]
}

***

Entry 5:
{
  "formula": "C8H8N2O2",
  "method": "wB97M-V/def2-TZVPD",
  "smiles": "[O-][N+]1=CN(O)Cc2ccccc21",
  "orbital_gap_ha": [0.2607, 0.2757],
  "homo_ev": [-7.3, -7.5],
  "relative_energy_kcal_mol": 160.47,
  "e_lumo_ev": [-0.22, -0.04],
  "elements": ["C", "C", "H", "H", "H", "C", "H", "H", "C", "H", "O", "H", "O", "N", "N", "C", "C", "C", "C", "H"],
  "positions_angstrom": [[-1.09, 1.27, -0.49], [1.57, -1.43, 0.27], [3.59, 1.26, -0.16], [-3.11, -1.22, 0.43], [3.73, -1.31, 0.33], [2.66, 0.63, -0.06], [-1.06, 1.40, -1.61], [1.41, 2.41, -0.42], [2.77, -0.74, 0.13], [-1.29, 2.24, -0.02], [-3.19, 1.23, 0.48], [1.48, -2.56, 0.24], [-0.64, -2.92, -0.07], [-2.06, 0.47, 0.04], [-0.77, -1.69, 0.16], [0.29, -0.78, 0.17], [0.21, 0.61, -0.11], [1.43, 1.34, -0.21], [-2.25, -0.79, -0.16], [-3.68, 0.61, 1.06]]
}

***

Entry 6:
{
  "formula": "C27H35BBeF4N4P2",
  "method": "wB97M-V/def2-TZVPD",
  "orbital_gap_ha": 0.2737,
  "homo_ev": -7.9,
  "relative_energy_kcal_mol": 0.00,
  "e_lumo_ev": -0.44,
  "elements": ["H", "H", "H", "C", "H", "C", "N", "C", "H", "B", "H", "H", "C", "C", "C", "H", "C", "H", "H", "C", "N", "C", "C", "H", "C", "C", "H", "C", "C", "F", "H", "C", "H", "H", "C", "H", "C", "N", "H", "P", "H", "H", "H", "H", "P", "F", "H", "H", "C", "H", "H", "H", "C", "C", "Be", "F", "C", "H", "H", "C", "C", "H", "H", "H", "C", "H", "H", "C", "H", "C", "H", "F", "C", "N"],
  "positions_angstrom": [[5.37, 2.15, -1.12], [-1.18, -1.57, -1.04], [1.67, -0.24, 3.89], [-4.80, -2.83, 1.65], [3.98, 3.92, 0.42], [1.45, 0.77, 3.56], [2.78, -1.57, 1.51], [-1.20, -0.70, -4.29], [0.98, 1.31, 4.40], [-0.39, -0.10, 6.96], [1.55, -0.09, -2.57], [-3.06, -0.03, -3.37], [-2.10, 0.36, -3.73], [-0.96, 2.27, -4.90], [-2.97, -2.37, 2.92], [-0.93, 1.70, -5.84], [-3.38, 1.65, -1.12], [-4.65, -3.48, 3.80], [3.63, -0.44, 3.14], [-4.21, -2.99, 2.95], [-2.39, 0.48, 0.55], [0.50, 2.58, -4.44], [0.84, -1.16, -0.39], [-1.49, -0.89, -5.33], [-3.14, 2.55, -0.04], [3.82, -3.54, 1.94], [1.15, 2.28, -5.29], [2.91, -2.90, 1.12], [3.79, 0.73, -0.51], [-0.76, 1.78, 2.72], [2.35, 1.40, 3.41], [-0.59, -1.63, -0.10], [-5.77, -3.18, 1.34], [1.40, 2.40, -2.43], [-2.84, 0.42, -0.76], [3.99, -0.22, -0.97], [-3.89, -2.13, 0.86], [-2.77, -1.81, 1.65], [1.82, 2.56, 1.38], [-1.38, -0.77, 1.32], [-2.19, -2.26, 3.66], [-3.88, 1.87, -2.05], [1.46, -1.97, -0.80], [-2.73, -0.48, -1.33], [1.62, -0.34, 1.01], [0.43, -0.99, 6.36], [0.81, -0.40, -1.17], [-2.42, 2.42, -3.30], [0.29, -0.34, -4.34], [-3.21, 3.63, -0.08], [2.31, -3.29, 0.30], [-0.55, -2.69, 0.18], [4.46, 1.95, -0.58], [-2.71, 1.76, 1.03], [0.22, 0.81, 2.21], [-1.68, -0.44, 7.18], [2.62, 2.22, 0.74], [4.95, -2.75, 3.73], [0.87, -1.28, -4.34], [4.25, -2.58, 2.91], [0.88, 0.48, -3.22], [0.60, 3.66, -4.28], [4.13, -4.57, 1.87], [-1.34, -1.65, -3.75], [-1.87, 1.67, -3.87], [-2.62, 2.00, 2.06], [-3.95, -1.83, -0.17], [3.61, -1.39, 2.63], [-1.39, 3.25, -5.16], [3.73, 2.89, 0.22], [0.49, 0.16, -5.30], [0.06, 1.11, 7.31], [0.93, 1.82, -3.22], [2.67, 0.88, 0.32]]
}

***

Entry 7:
{
  "formula": "C4H14N4",
  "method": "wB97M-V/def2-TZVPD",
  "smiles": "[H]/N=N\\C(C)C.CNN",
  "orbital_gap_ha": 0.3044,
  "homo_ev": -7.4,
  "relative_energy_kcal_mol": 90.98,
  "e_lumo_ev": 0.92,
  "elements": ["N", "C", "H", "H", "H", "H", "H", "H", "H", "N", "H", "H", "N", "H", "C", "C", "H", "H", "H", "N", "C", "H"],
  "positions_angstrom": [[-2.29, -1.27, 1.17], [0.23, 0.89, -2.49], [-2.90, -3.13, 1.93], [-3.56, -1.61, 2.83], [2.48, 1.80, 0.20], [-0.68, 0.22, -2.37], [2.08, -1.35, -2.22], [-1.80, -2.07, 2.91], [2.20, 1.03, -1.60], [0.78, 0.82, -0.06], [0.54, 0.68, -3.53], [-1.10, -0.05, 2.23], [-1.83, 0.10, 1.42], [-2.98, -1.07, 0.44], [1.25, 0.49, -1.43], [-2.67, -2.06, 2.32], [-1.25, 0.36, 0.63], [0.53, -1.66, -1.37], [0.04, 1.93, -2.44], [1.53, 1.48, 0.66], [1.43, -0.98, -1.39], [2.04, -1.34, -0.52]]
}

***

Entry 8:
{
  "formula": "C4H2AuO2",
  "method": "wB97M-V/def2-TZVPD",
  "charge": 3,
  "orbital_gap_ha": [0.3533, 0.2193],
  "s2": 2.040,
  "homo_ev": [-27.1, -26.8],
  "spin_multiplicity": 3,
  "relative_energy_kcal_mol": 23.45,
  "e_lumo_ev": [-17.47, -20.79],
  "elements": ["Au", "C", "C", "O", "H", "O", "C", "C", "H"],
  "positions_angstrom": [[-1.33, -0.56, 1.30], [-2.96, 1.78, 0.24], [1.70, -0.21, 0.36], [1.07, -0.04, 1.39], [0.48, -0.63, -2.20], [-2.31, 0.97, 0.70], [-0.21, -1.00, -1.03], [1.00, -0.75, -0.85], [2.56, 0.43, 0.10]]
}

***

Entry 9:
{
  "formula": "C5H5N3",
  "method": "wB97M-V/def2-TZVPD",
  "smiles": "N#C[C@H]1[C@@H]2CC=NN12",
  "orbital_gap_ha": 0.3531,
  "homo_ev": -9.7,
  "relative_energy_kcal_mol": 110.45,
  "e_lumo_ev": -0.13,
  "elements": ["C", "H", "C", "H", "H", "C", "C", "N", "H", "C", "N", "N", "H"],
  "positions_angstrom": [[1.01, 1.05, 0.00], [1.48, 1.64, 0.72], [-2.60, -0.48, -0.04], [-0.85, -0.84, -1.28], [2.87, -0.15, -0.61], [-0.25, 0.27, 0.64], [-1.13, -0.67, -0.18], [0.12, -1.27, 0.75], [-0.77, 0.77, 1.54], [1.80, -0.28, -0.37], [-3.82, -0.10, -0.13], [1.26, -1.53, -0.08], [0.87, 1.58, -0.95]]
}

***

Entry 10:
{
  "formula": "C2AuF6NO4S5Sb",
  "method": "wB97M-V/def2-TZVPD",
  "orbital_gap_ha": [0.2578, 0.2409],
  "s2": 0.755,
  "homo_ev": [-9.8, -9.5],
  "spin_multiplicity": 2,
  "e_lumo_ev": [-2.76, -2.96],
  "elements": ["O", "O", "O", "S", "F", "F", "C", "O", "Au", "C", "S", "Sb", "S", "F", "F", "F", "S", "S", "N", "F"],
  "positions_angstrom": [[-1.86, 0.43, -2.77], [0.09, -0.25, -1.45], [-2.37, 0.89, 2.14], [3.05, -0.34, 1.90], [-1.13, -2.15, 0.33], [0.46, 2.38, -2.66], [-0.40, 2.31, -1.66], [-0.09, 0.46, 1.37], [1.53, -0.36, 0.17], [-1.81, -1.53, 1.30], [-1.55, 0.29, 1.16], [4.96, -0.98, 0.54], [3.22, -1.20, -1.15], [-1.37, -1.95, 2.47], [-1.37, 3.19, -1.84], [0.23, 2.59, -0.52], [4.62, -3.20, 1.37], [-1.10, 0.60, -1.58], [-2.01, 0.63, -0.30], [-3.09, -1.80, 1.17]]
}

***

Entry 11:
{
  "formula": "CH6OP2",
  "method": "wB97M-V/def2-TZVPD",
  "orbital_gap_ha": 0.3944,
  "homo_ev": -9.9,
  "relative_energy_kcal_mol": 33.64,
  "e_lumo_ev": 0.84,
  "elements": ["H", "C", "P", "H", "H", "H", "P", "H", "O", "H"],
  "positions_angstrom": [[1.61, -1.18, -0.25], [0.61, -1.11, 0.23], [0.32, 0.59, -0.44], [0.55, -0.89, 1.36], [-2.05, 0.18, 0.28], [-0.11, -1.84, -0.19], [-1.66, 1.35, -0.01], [0.42, -0.04, -2.06], [1.40, 1.57, -0.18], [-1.09, 1.37, 1.27]]
}

***

Entry 12:
{
  "formula": "C29H19Cl5F4N4O5PbSe",
  "method": "wB97M-V/def2-TZVPD",
  "charge": -2,
  "orbital_gap_ha": [0.1946, 0.1937],
  "homo_ev": [-1.7, -1.7],
  "relative_energy_kcal_mol": 463.10,
  "e_lumo_ev": [3.58, 3.56],
  "elements": ["H", "F", "C", "C", "N", "C", "H", "Cl", "H", "O", "H", "F", "C", "F", "H", "Cl", "H", "H", "C", "O", "F", "C", "H", "H", "C", "N", "Cl", "C", "N", "C", "C", "O", "H", "H", "C", "O", "C", "C", "C", "H", "C", "H", "C", "N", "H", "O", "C", "Cl", "Se", "H", "C", "C", "C", "C", "C", "H", "C", "Pb", "H", "C", "C", "H", "H", "C", "Cl", "C", "C", "C"],
  "positions_angstrom": [[-2.06, 0.70, 5.85], [1.22, -0.71, 4.85], [-1.55, 1.61, 5.55], [-3.62, -3.69, 2.90], [2.28, 1.35, -1.58], [-3.80, -4.98, 2.41], [2.35, -2.03, -1.39], [-4.78, -6.21, 3.14], [1.69, -3.29, 4.79], [-0.30, 4.00, 0.50], [-1.38, 0.17, 1.31], [2.45, -4.73, 2.74], [2.66, -1.06, -0.97], [1.42, 0.57, 2.48], [2.93, 2.29, -3.37], [-4.33, -3.02, 4.33], [3.74, -1.17, -0.76], [-1.48, 2.43, 7.51], [2.16, -3.42, 2.69], [-1.31, 6.80, -3.15], [2.62, -3.51, 0.39], [-1.10, 4.37, -3.06], [3.25, 2.81, -0.45], [3.33, -0.05, -2.77], [1.79, -2.77, 3.85], [-1.44, 0.59, 3.42], [-2.29, -0.16, 2.37], [-3.44, 0.94, 1.58], [1.94, -0.66, 0.20], [-2.41, -3.90, 1.00], [-1.21, 2.57, 6.47], [-1.20, 4.03, -4.21], [0.07, 4.24, 2.44], [1.58, -0.26, -2.68], [-2.76, -2.99, 2.03], [-0.18, 6.62, -0.41], [-1.23, 1.70, 4.17], [1.60, -0.77, 2.54], [-2.29, -1.64, 1.96], [1.89, 3.27, -2.30], [1.94, -1.41, 1.33], [-4.16, 0.38, 0.99], [3.41, 1.77, -0.77], [-0.14, 3.25, 2.46], [1.18, 1.97, -3.26], [-0.99, 2.22, -1.97], [-0.52, 2.86, 3.78], [-1.36, -3.55, -0.32], [-3.21, 2.71, 1.69], [3.48, 1.14, 0.11], [-0.55, 5.69, -1.11], [-3.05, -5.12, 1.24], [-0.51, 3.70, 6.06], [1.52, -1.41, 3.74], [-0.61, 4.29, -0.78], [-0.23, 4.48, 6.77], [2.25, -2.78, 1.47], [-0.02, 0.66, -0.27], [0.35, 4.71, 4.40], [-1.03, 5.80, -2.55], [-0.93, 3.47, -1.87], [-3.36, -0.58, 3.31], [4.35, 1.73, -1.35], [-0.48, 2.82, 1.23], [-2.94, -6.55, 0.28], [-0.18, 3.82, 4.73], [2.06, 2.27, -2.69], [2.47, -0.02, -2.08]]
}